154
Properties=species:S:1:pos:R:3:forces:R:3 method="wB97M-V/def2-TZVPD" energy_ha=-3341.13073 e_above_lowest_kcal_mol=0.7
C -2.10959 -18.89772 15.32044 -0.1 -0.6 -0.4
C -2.89667 -18.51695 16.58114 -0.2 0.2 -1.6
C -3.20778 -17.02579 16.45813 0.8 -0.4 0.2
O -1.99455 -16.29447 16.68391 -1.7 0.7 -1.5
C -1.39652 -16.45197 17.89147 0.4 0.6 2.8
N -4.16726 -19.21783 16.70769 -0.1 0.2 0.2
H -1.63928 -19.87808 15.33813 -0.3 -0.4 0.3
H -1.25656 -18.25409 15.14996 0.1 0.6 0.1
H -2.73874 -18.86654 14.42015 0.0 0.1 0.3
H -2.21129 -18.62406 17.39895 0.1 -0.3 0.8
H -4.06693 -16.73936 17.08524 0.6 0.2 0.3
H -3.44580 -16.74887 15.45093 -0.4 -0.1 -0.7
H -0.71457 -17.29993 17.86115 0.0 -0.2 0.5
H -2.14519 -16.52280 18.75884 0.9 -0.2 -1.1
H -0.79944 -15.54279 18.09387 -0.2 -0.4 -0.1
H -4.09355 -20.21164 16.95080 0.0 0.8 0.1
H -4.73807 -18.69637 17.38491 0.0 -0.9 -0.2
C -6.11525 -14.69437 16.82830 -0.2 0.7 0.7
C -6.00862 -14.84014 15.32967 -0.3 0.4 0.4
C -6.62179 -16.17983 14.92655 0.0 0.3 0.1
O -8.04645 -16.05437 14.97414 0.0 -0.4 -0.4
C -8.66709 -17.29083 14.61616 -0.4 0.6 0.1
N -6.61103 -13.62072 14.69146 -0.2 -3.0 -1.9
H -5.46451 -15.40465 17.34373 -0.1 0.3 0.0
H -7.10628 -14.81852 17.22319 -0.7 -0.4 -0.1
H -5.88820 -13.67011 17.14186 0.5 -0.1 0.0
H -4.92888 -14.88279 15.18215 0.2 -0.1 -0.7
H -6.24383 -16.84094 15.73563 -0.4 -0.3 -0.6
H -6.32371 -16.58580 13.93687 0.0 0.4 0.5
H -8.45807 -17.61567 13.61734 0.4 0.2 -1.0
H -9.76531 -17.20970 14.65739 0.4 0.1 0.5
H -8.26921 -18.07705 15.20826 -0.1 -0.6 0.9
H -6.03648 -12.89618 15.00305 0.9 1.9 0.4
H -6.41751 -13.74092 13.65931 -0.3 0.5 1.3
C -9.10334 -11.28580 18.68394 -0.6 0.4 1.4
C -8.03453 -12.23724 19.22369 -1.2 -0.8 1.8
O -8.45573 -13.60645 19.20020 -0.1 -0.5 -0.2
O -10.42489 -11.67950 19.16676 1.1 0.4 -0.5
H -9.01278 -11.36015 17.61947 -0.5 0.2 -0.8
H -8.87758 -10.22490 19.03111 -0.3 -1.2 -0.5
H -7.70964 -11.96358 20.26981 -0.1 -0.2 -1.1
H -7.24077 -12.33822 18.53154 1.3 0.9 -0.4
H -9.19786 -13.83162 19.77540 0.0 0.6 0.1
H -10.98116 -11.89495 18.39750 0.5 0.1 0.0
C -1.49634 -14.88543 13.67416 0.9 -2.4 -0.2
C -1.70758 -13.94034 12.52555 -1.1 0.5 1.6
O -3.07732 -13.53668 12.59326 -0.1 0.0 -0.9
O -1.50486 -14.28801 14.97070 -0.2 0.7 -1.3
H -0.56230 -15.43193 13.50845 0.5 0.4 0.2
H -2.19947 -15.75491 13.57939 -0.2 1.0 0.3
H -1.52864 -14.37442 11.56165 0.0 -0.6 -0.3
H -1.06597 -13.07499 12.60526 0.4 0.4 0.1
H -3.20875 -13.05064 13.40756 0.0 0.1 0.4
H -1.58399 -14.96306 15.65513 -0.2 -0.5 0.2
C -12.92842 -18.16657 15.23719 1.2 -0.2 -2.1
C -13.80878 -18.74705 14.13925 1.2 -0.9 -0.9
O -14.40290 -17.79444 13.31975 -0.5 1.0 -0.8
O -12.12202 -19.20613 15.76448 -0.2 0.7 0.8
H -13.50884 -17.59010 15.93860 -0.2 -0.5 1.0
H -12.29567 -17.38781 14.75298 -0.1 -0.3 0.1
H -14.55595 -19.40212 14.50604 -0.8 -0.7 0.8
H -13.23142 -19.37591 13.40306 0.0 0.5 1.0
H -14.53784 -16.97290 13.78722 -0.2 0.3 0.2
H -11.55698 -19.63189 15.08617 -0.2 0.3 -0.2
C -6.86874 -17.46343 9.46955 0.6 -1.0 -0.5
C -6.72056 -16.36349 10.49988 0.4 -0.1 -1.9
O -7.21242 -16.77492 11.72445 0.1 -0.5 1.1
O -6.22133 -18.75564 9.73229 -0.8 1.6 0.5
H -6.48684 -17.11228 8.52884 0.8 0.2 -0.4
H -7.88289 -17.61205 9.19304 -1.4 -0.5 0.3
H -7.24145 -15.45464 10.12207 0.2 -0.5 0.2
H -5.65515 -16.14865 10.49824 0.3 0.3 0.7
H -7.97572 -16.23777 11.94457 -0.4 0.3 0.2
H -6.67645 -19.17271 10.49250 0.3 0.0 -0.8
C -8.56383 -18.36716 17.91749 0.9 0.3 0.4
C -9.08078 -18.40942 19.32846 -2.0 -1.3 -1.3
O -10.02409 -17.40382 19.55114 0.0 1.3 -0.5
O -7.66783 -19.43918 17.88242 1.4 -1.0 -1.3
H -8.03347 -17.36118 17.77265 -0.8 -1.1 -0.4
H -9.34528 -18.63451 17.19899 -0.3 1.0 0.0
H -8.27498 -18.47713 20.01020 1.0 0.6 0.9
H -9.57872 -19.40378 19.40304 0.1 0.5 0.2
H -9.94724 -16.73718 18.80963 -0.2 -0.7 1.1
H -7.65103 -19.81944 16.96550 0.0 0.4 1.0
C -10.98623 -15.15544 16.64677 -0.9 0.1 0.5
C -11.87101 -13.93594 16.82960 -1.1 -0.5 0.7
O -11.34642 -12.66986 16.54748 1.7 -0.4 -0.9
O -10.05105 -15.32915 17.67470 -0.3 -0.7 0.3
H -10.47263 -15.15058 15.72722 0.6 0.1 -1.5
H -11.64831 -16.02403 16.66717 0.1 -0.1 0.1
H -12.13740 -13.96859 17.87199 -0.2 0.1 0.7
H -12.82374 -14.01525 16.30793 -0.1 -0.5 -0.4
H -10.67227 -12.88893 15.85202 -0.3 1.0 0.3
H -9.47312 -14.57653 17.74825 0.6 0.7 0.2
C -2.47988 -10.91660 16.12114 -0.1 -0.9 0.1
C -3.89983 -11.29366 16.53467 -0.2 0.3 -0.5
O -4.88998 -10.61622 15.79056 0.2 -0.1 -1.5
O -1.92266 -11.63113 14.96277 -0.9 1.7 0.4
H -1.93634 -11.16373 17.03273 0.8 0.2 -0.2
H -2.48310 -9.82291 15.94931 0.4 -0.7 -0.2
H -4.05881 -11.05908 17.59937 0.1 0.1 -0.3
H -4.04635 -12.35979 16.42087 0.2 -0.7 0.1
H -4.62412 -10.72680 14.82524 -0.5 0.2 1.3
H -1.75382 -12.57629 15.10862 0.0 -0.1 0.6
C -4.49670 -10.56367 10.72840 -0.7 -0.6 1.7
C -4.34309 -10.03402 12.16088 -0.5 0.9 0.1
O -4.02798 -11.04534 13.11542 -0.6 0.2 -0.2
O -3.52691 -11.55304 10.55220 0.3 0.4 -1.3
H -4.34877 -9.74506 10.03937 0.0 0.0 -0.4
H -5.52830 -10.98490 10.65364 0.5 0.3 -0.4
H -5.22038 -9.46815 12.48972 -0.3 -0.5 0.0
H -3.58001 -9.29078 12.22199 0.9 0.5 -0.3
H -3.06689 -11.13006 13.14420 0.1 0.1 0.3
H -3.57222 -12.12205 11.31728 0.1 -0.8 0.5
C -10.39961 -18.59192 11.18289 0.0 -0.8 -0.6
C -11.30095 -17.62562 11.85954 0.6 0.9 -0.3
O -12.57840 -17.84015 11.26611 1.0 0.1 -0.2
O -10.68301 -19.94296 11.60137 -0.5 -0.1 -0.6
H -9.33596 -18.43053 11.30212 0.1 0.1 0.3
H -10.66911 -18.52352 10.13645 0.4 0.0 -0.5
H -10.86375 -16.58625 11.71985 -0.9 -1.0 0.1
H -11.23678 -17.87462 12.91441 -0.5 0.2 0.4
H -13.26328 -17.76271 11.92363 -0.7 0.3 0.6
H -11.48668 -20.19179 11.11376 0.3 0.1 0.3
C -6.20726 -20.28346 13.30807 0.7 2.4 0.7
C -6.84078 -21.04737 14.42516 1.0 0.5 1.9
O -7.79389 -20.27702 15.22089 0.3 -0.8 -1.2
O -7.05401 -19.82876 12.29369 -1.1 0.2 -0.8
H -5.37773 -20.81544 12.88452 0.4 -0.8 -0.2
H -5.74076 -19.36711 13.78829 -0.4 -0.9 -0.3
H -5.95276 -21.08074 15.12049 -0.9 -0.6 -0.4
H -7.14081 -22.07733 14.18974 -0.4 0.4 0.0
H -8.63908 -20.18841 14.74553 0.1 -0.4 0.0
H -6.88321 -18.89158 12.10661 -0.1 -0.1 0.7
C -12.31357 -22.18647 15.12682 -1.0 -0.5 1.7
C -10.99067 -22.23231 14.48650 -0.7 0.5 -2.9
O -10.59095 -20.93340 14.07981 0.7 0.9 0.8
O -12.23452 -21.84942 16.50673 0.2 0.1 0.2
H -12.67442 -23.23319 15.13110 -0.5 0.6 -0.2
H -12.99325 -21.44434 14.66275 0.2 -0.8 -0.4
H -11.05680 -22.87882 13.59324 0.0 0.2 0.1
H -10.25685 -22.65277 15.09474 1.2 -0.6 1.3
H -10.69268 -20.72828 13.13690 0.0 -0.1 -0.3
H -12.14493 -20.88406 16.58275 -0.2 -0.3 0.0
C -9.56151 -12.70501 13.15846 0.6 0.6 -0.2
C -10.18507 -13.86051 12.36869 -1.7 0.8 -0.6
O -9.38714 -15.01904 12.49739 -0.1 0.1 -0.6
O -9.42258 -13.17390 14.48946 0.1 0.1 0.7
H -10.10834 -11.70285 13.15148 0.2 -1.5 -0.1
H -8.56658 -12.47825 12.69509 -0.5 -0.3 0.5
H -10.31148 -13.61252 11.30525 0.7 -0.1 0.1
H -11.27819 -14.04458 12.63337 1.3 0.0 0.4
H -9.26675 -15.17826 13.43557 0.3 0.0 0.7
H -8.49187 -13.39604 14.77494 -0.2 0.4 -0.8

=====

172
Properties=species:S:1:pos:R:3:forces:R:3 method="wB97M-V/def2-TZVPD" energy_ha=-4122.18134
C -4.20646 13.53419 -24.15951 -0.7 -0.5 -0.8
C -4.37997 12.48664 -22.97196 1.2 2.0 0.2
C -2.89484 12.32085 -22.45793 -0.8 -1.5 0.4
C -2.80500 11.78473 -21.04882 0.2 -0.6 -1.0
C -3.78025 12.52417 -20.23025 2.7 1.1 3.1
C -5.17922 12.68195 -20.54546 -3.1 0.9 -1.5
N -5.27868 13.16306 -21.93160 6.2 -1.5 0.8
O -6.50847 13.32770 -22.37944 -2.9 0.8 -1.3
C -5.89756 11.32568 -20.37414 -1.0 -0.3 1.6
C -5.82501 13.89105 -19.65931 0.3 -1.5 -0.8
C -4.84381 11.10452 -23.42052 -0.6 -0.3 -0.6
H -4.32535 14.59996 -23.96431 -0.5 -0.1 0.9
H -4.87932 13.31336 -24.98812 -0.3 0.0 0.0
H -3.23996 13.60102 -24.65903 0.4 -0.9 0.4
H -2.52221 11.39769 -22.90179 0.5 0.8 -1.6
H -2.21533 13.17054 -22.52423 -0.5 0.1 -0.6
H -1.75570 11.90485 -20.77934 -0.1 0.4 0.7
H -2.86582 10.69739 -21.09456 -0.8 -0.2 0.4
H -3.37718 13.53559 -20.17858 0.2 0.3 0.0
H -3.70067 12.17212 -19.20174 -0.2 0.0 0.4
H -6.71905 11.04243 -21.03218 0.4 0.4 -0.7
H -5.22131 10.48603 -20.21363 0.3 0.0 -0.7
H -6.43740 11.28538 -19.42807 0.0 0.4 0.5
H -5.65030 13.64977 -18.61081 -0.6 -0.1 0.1
H -5.44750 14.90334 -19.80369 0.9 -0.3 -0.5
H -6.85820 14.01440 -19.98396 -0.3 -0.5 0.6
H -4.63245 10.31117 -22.70357 0.5 0.1 0.1
H -4.39347 10.87017 -24.38508 0.4 -0.1 0.1
H -5.90706 10.94796 -23.60242 -0.3 0.8 0.1
H -6.35817 14.23976 -22.63859 -1.5 0.3 -0.5
C -2.23155 2.32886 -28.81777 0.4 -1.0 -0.3
C -1.09119 3.32803 -28.67873 -1.3 1.5 2.2
C -1.75375 4.78199 -28.45341 -1.1 -1.6 -1.7
C -2.28235 5.21561 -27.09397 2.9 -0.8 0.2
C -1.10894 5.00190 -26.08891 -0.5 -0.8 0.3
C -0.65592 3.49434 -26.03706 3.5 1.1 -0.2
N -0.29948 3.07017 -27.41335 -1.7 2.0 -1.0
O 0.62037 2.05576 -27.57298 0.4 -0.6 -0.1
C 0.67484 3.32950 -25.16028 0.2 0.2 -1.3
C -1.62212 2.75920 -25.23182 -3.3 -1.2 0.3
C -0.22039 3.33008 -29.95782 0.2 0.1 1.3
H -2.59389 2.26882 -29.84402 -0.2 0.3 -0.1
H -3.07426 2.46168 -28.13931 0.1 0.3 0.1
H -1.82044 1.33754 -28.62704 0.0 -0.2 0.1
H -1.21964 5.53823 -29.02869 0.4 0.2 0.5
H -2.71503 4.67800 -28.95662 0.1 0.1 -1.0
H -3.09859 4.55714 -26.79689 -0.3 0.4 -0.1
H -2.55973 6.25851 -27.24735 -0.3 -0.1 0.6
H -1.48386 5.19541 -25.08387 0.3 0.4 0.2
H -0.22212 5.60157 -26.29399 -0.2 0.2 -0.2
H 1.59807 3.48603 -25.71817 -0.1 0.5 -0.3
H 0.71320 4.00545 -24.30606 -0.4 -0.2 0.1
H 0.79647 2.28318 -24.88010 -0.4 0.1 0.4
H -2.60398 3.12917 -25.52705 -0.5 -0.3 0.1
H -1.69583 1.67558 -25.32368 0.5 -0.1 -0.3
H -1.58095 2.95256 -24.15989 0.4 0.3 0.0
H 0.68231 3.87224 -29.67623 0.3 0.1 -0.4
H -0.68761 3.85152 -30.79322 -0.2 0.0 0.2
H 0.04698 2.32299 -30.27782 0.0 0.0 0.1
H 1.28068 2.59135 -28.01879 0.8 -0.7 0.0
C -3.97674 9.45580 -30.91150 2.7 -1.3 -1.6
O -3.09706 10.26229 -30.72576 1.2 1.2 -0.8
N -4.89938 9.31544 -30.02661 -3.0 0.8 3.5
N -4.01295 8.48104 -31.83497 -0.1 -1.1 -1.8
H -4.65484 10.04584 -29.37330 -1.4 -0.2 0.9
H -5.76858 8.80508 -30.09088 0.3 0.4 0.1
H -3.20704 8.23431 -32.39152 -0.2 0.3 0.2
H -4.67438 7.75131 -31.61111 0.5 -0.1 -0.5
C 1.08904 17.57877 -28.94431 0.6 1.7 1.5
O 2.10666 18.16286 -28.69750 2.8 1.1 0.2
N 0.72220 17.33956 -30.17641 -0.6 -0.9 -3.4
N 0.23583 17.33115 -27.98420 -3.3 -1.9 2.0
H -0.16846 16.95330 -30.45505 0.2 0.3 0.1
H 1.26546 17.90062 -30.81687 -0.3 -0.5 -0.3
H 0.31035 17.66172 -27.03275 0.5 0.0 -0.5
H -0.61636 16.84501 -28.22407 0.0 0.2 0.3
C -2.18064 5.74622 -17.61928 1.7 -4.0 -3.0
O -1.58581 5.15137 -18.50120 0.9 -0.8 -1.2
N -1.87057 6.92389 -17.26148 1.0 6.2 1.8
N -3.11847 5.18386 -16.92261 -3.1 -0.7 2.2
H -2.55612 7.47006 -16.75967 0.5 0.2 0.1
H -1.01428 7.37432 -17.55124 -0.5 -0.3 -0.2
H -3.37106 4.21213 -17.03242 -0.1 0.5 0.0
H -3.53242 5.82299 -16.25910 -0.5 -1.1 0.4
C -3.65321 11.11623 -13.46764 1.1 -2.3 -1.3
O -3.40834 10.00931 -13.87072 0.3 -2.3 -0.8
N -4.75527 11.73059 -13.66047 -6.1 1.6 -1.6
N -2.79644 11.86246 -12.89388 4.9 3.3 3.2
H -4.94549 12.69026 -13.40961 0.1 -0.4 -0.2
H -5.32275 11.29527 -14.37361 -0.4 0.2 0.4
H -3.04479 12.81141 -12.65322 0.5 -0.3 -0.1
H -1.81687 11.62196 -12.94579 -0.3 0.0 0.3
C -5.17700 15.64931 -29.95519 6.1 -2.6 0.9
O -4.03894 15.86406 -29.47168 -1.1 -0.5 -1.1
N -5.52402 14.57366 -30.64747 1.0 -2.9 -2.5
N -6.16980 16.33232 -29.64834 -5.8 5.3 2.4
H -6.44074 14.39872 -31.03362 0.2 0.3 0.2
H -4.76939 14.07614 -31.09816 -0.1 -0.1 0.1
H -7.04008 16.31373 -30.16054 0.2 0.1 0.5
H -6.04899 16.90587 -28.82581 -0.4 0.3 -0.4
C -5.85479 19.89414 -16.63507 -0.1 -2.1 0.5
O -5.96918 19.86593 -17.83294 0.2 1.3 -1.7
N -4.77074 20.10006 -15.90303 3.1 1.6 -1.4
N -6.74389 19.40779 -15.80455 -4.0 -1.1 1.9
H -4.09884 20.48823 -16.54954 1.1 0.1 1.2
H -4.74278 20.04684 -14.89482 0.3 0.6 -0.6
H -6.37778 18.99036 -14.96086 -0.9 0.1 -0.2
H -7.68503 19.23735 -16.12905 0.3 -0.4 0.2
C -6.48982 4.00264 -21.29401 -4.6 -1.4 2.2
O -7.68213 4.29064 -21.12113 0.2 0.7 -0.9
N -5.60618 4.62567 -21.93316 3.5 4.8 -3.5
N -6.06309 2.86868 -20.81454 0.0 -3.1 1.6
H -5.95545 5.48402 -22.33484 0.8 0.2 0.1
H -4.63809 4.50451 -21.67196 -0.1 0.3 -0.5
H -6.91507 2.43676 -20.48639 0.9 -1.1 0.9
H -5.09201 2.64595 -20.64869 -0.6 -0.4 0.1
C -3.44796 19.01962 -22.38240 4.6 -1.5 0.0
O -2.59415 18.90009 -23.27098 -0.9 0.1 0.4
N -4.58430 19.61622 -22.48809 -3.5 1.6 -0.9
N -3.20797 18.59797 -21.11133 0.6 -0.7 0.7
H -4.87511 19.81158 -23.43538 -0.4 0.1 0.4
H -5.21234 19.45608 -21.71348 -0.5 0.5 -0.7
H -3.91888 18.62769 -20.39451 0.4 -0.1 0.0
H -2.33729 18.10759 -20.96452 -0.4 0.1 0.1
C -10.91386 13.71678 -25.55958 1.0 0.1 0.1
O -10.74480 14.88658 -25.33722 -0.4 1.4 0.5
N -11.86798 12.93626 -25.01317 -2.1 0.0 1.2
N -10.11920 13.01427 -26.36803 0.7 -2.0 -1.4
H -12.55480 13.42571 -24.45746 0.2 -0.2 0.0
H -11.91643 11.92767 -24.99108 0.3 0.4 -0.2
H -10.44907 12.06758 -26.49069 0.8 0.1 -0.5
H -9.22557 13.30116 -26.74116 -0.5 0.2 0.3
C -10.90839 17.29844 -20.05545 3.1 1.6 -3.4
O -11.46797 16.29369 -20.05011 -4.3 -6.7 1.0
N -10.07447 17.56677 -21.04971 2.4 1.1 -2.9
N -11.02811 18.24004 -19.21570 -1.4 3.1 4.3
H -10.32352 17.06515 -21.89022 0.4 0.0 0.0
H -9.87750 18.54821 -21.18420 0.1 -0.2 -0.4
H -11.81044 17.96594 -18.63870 0.3 1.3 1.0
H -10.45120 19.06905 -19.21602 -0.6 -0.2 0.4
C 0.89707 13.25485 -16.44295 -0.6 2.1 -2.5
O 0.09430 14.10018 -16.12701 -0.1 2.2 0.7
N 1.84325 13.25208 -17.37440 1.5 2.8 -1.1
N 0.75070 12.05137 -16.10546 -1.8 -5.6 3.4
H 2.09490 14.19628 -17.62983 0.8 -0.7 -1.1
H 2.13514 12.32982 -17.66483 0.8 1.3 -0.7
H 1.41815 11.37024 -16.43812 -0.9 -0.5 1.1
H -0.01834 12.02546 -15.45123 0.2 -1.6 0.1
C -11.10820 12.27249 -16.06478 1.7 1.9 2.9
O -11.04588 11.74946 -14.97199 0.0 -1.3 0.6
N -10.35319 13.34274 -16.38164 0.9 1.1 -1.0
N -11.96623 12.03660 -17.00817 -3.0 -2.0 -2.9
H -9.73271 13.82302 -15.74568 -0.3 -0.4 -0.2
H -10.43144 13.58302 -17.35953 0.8 0.7 0.4
H -12.41109 11.13018 -17.03265 -0.1 0.3 0.0
H -12.04503 12.62418 -17.82587 0.0 -0.3 0.2
C 3.10763 14.75134 -22.50514 -1.8 -0.2 1.7
O 3.02419 15.40433 -21.51506 0.7 2.3 2.6
N 3.17144 13.43230 -22.44901 1.0 -4.4 -0.4
N 2.80738 15.15571 -23.70808 0.1 0.8 -3.2
H 3.38588 12.91410 -23.28901 0.0 0.0 0.3
H 3.05463 12.86134 -21.62411 0.2 0.8 0.0
H 2.60246 14.36677 -24.30448 -0.2 1.2 -0.8
H 2.69296 16.13603 -23.92252 0.0 -0.5 -0.2
C -7.99345 7.32940 -14.26177 2.4 -3.9 0.8
O -7.30637 6.30904 -14.06330 -0.6 0.8 0.1
N -8.11491 7.82107 -15.45992 0.6 0.5 -3.5
N -8.62680 8.01643 -13.37228 -2.6 2.5 3.2
H -8.74326 8.56681 -15.72286 0.4 -0.4 -0.3
H -7.57653 7.22051 -16.06784 -0.4 0.7 -0.9
H -8.93051 7.66559 -12.47519 0.4 -0.1 -0.3
H -9.18975 8.75419 -13.77092 -0.1 0.0 0.7

=====

Short version: lowest unoccupied orbital energy = 0.30 -0.16 eV, in the order given.